189
Properties=species:S:1:pos:R:3 method="wB97M-V/def2-TZVPD" charge=0 gap_ev=8.05 de_lowest_ev=0.000
O 0.7208 0.8830 3.9113
H 1.3197 1.0815 4.6311
H 0.4679 1.7394 3.5664
O 5.9814 -1.8335 0.5208
H 5.9822 -0.8829 0.6336
H 5.8055 -1.9644 -0.4109
O 0.6516 -6.3579 -2.8434
H 0.3056 -5.7218 -3.4693
H 1.2074 -6.9336 -3.3687
C -4.2431 1.8920 4.3398
C -3.8740 0.4112 4.6739
C -4.5384 -0.0857 5.9919
C -6.0463 -0.1694 5.8890
C -6.5791 -1.1681 4.8258
C -5.8088 -1.0670 3.4580
N -4.3450 -0.6558 3.6899
O -3.6802 -0.6189 2.4952
C -5.8378 -2.4400 2.7486
C -6.4869 -0.0213 2.5491
C -2.3376 0.2103 4.9321
H -3.7642 2.6416 4.9697
H -5.2869 2.1938 4.4265
H -3.8993 2.2288 3.3618
H -4.1622 -1.0623 6.2965
H -4.3090 0.5887 6.8169
H -6.5427 0.7968 5.7987
H -6.2074 -0.4795 6.9214
H -7.6115 -0.8496 4.6814
H -6.6125 -2.2029 5.1670
H -5.5284 -2.4765 1.7041
H -5.1218 -3.0588 3.2895
H -6.8151 -2.9211 2.7089
H -6.8044 0.8647 3.0988
H -5.8046 0.2940 1.7597
H -7.2927 -0.4897 1.9839
H -2.1280 -0.8232 5.2080
H -2.0475 0.9116 5.7144
H -1.7931 0.4620 4.0220
H -4.1560 0.0672 2.0216
C 0.1967 -2.6644 -2.7752
C 0.0691 -1.3778 -1.8623
C -0.4620 -1.8975 -0.5314
C -0.5346 -0.8291 0.5191
C 0.8268 -0.2978 0.7055
C 1.5975 0.2038 -0.5851
N 1.3984 -0.7846 -1.6853
O 1.9497 -0.3523 -2.8165
C 1.1375 1.6325 -0.9464
C 3.1107 0.2516 -0.1455
C -0.9677 -0.3575 -2.4439
H -0.7797 -3.0865 -3.0130
H 0.8189 -3.4655 -2.3762
H 0.7197 -2.3937 -3.6924
H -1.4337 -2.3909 -0.5555
H 0.1861 -2.6761 -0.1293
H -0.9609 -1.1235 1.4781
H -1.1828 0.0238 0.3178
H 1.3987 -1.0675 1.2237
H 0.7356 0.5421 1.3943
H 0.0705 1.7721 -1.1198
H 1.4315 2.2908 -0.1289
H 1.5688 2.0338 -1.8635
H 3.5694 -0.7206 0.0344
H 3.7823 0.6753 -0.8922
H 3.2017 0.8321 0.7725
H -0.5619 0.0612 -3.3648
H -1.2291 0.4894 -1.8094
H -1.9043 -0.8179 -2.7583
H 1.4541 0.3895 -3.1711
C 6.1109 0.7992 2.4866
C 4.8171 1.2729 3.1794
O 4.3905 2.5565 2.7741
O 6.0433 0.7536 1.0449
H 6.1292 -0.2689 2.7031
H 7.0418 1.1579 2.9256
H 4.9096 1.2070 4.2634
H 3.9791 0.6082 2.9697
H 4.2531 2.9308 3.6474
H 5.7706 1.6131 0.7154
C -4.3327 -2.7131 -2.0152
C -4.9008 -1.5300 -1.2590
O -6.2883 -1.7746 -0.8617
O -4.9414 -3.0180 -3.2440
H -4.4875 -3.4987 -1.2756
H -3.2539 -2.7047 -2.1705
H -4.8952 -0.6029 -1.8321
H -4.1854 -1.3237 -0.4629
H -6.8234 -1.8089 -1.6579
H -4.5632 -3.8081 -3.6368
C -0.1668 -1.0044 -6.6239
C -1.3662 -1.9820 -6.7772
O -2.5122 -1.2299 -7.1760
O 0.2851 -0.5942 -7.8633
H 0.6694 -1.6220 -6.2962
H -0.4148 -0.2164 -5.9127
H -1.6856 -2.4727 -5.8577
H -1.1638 -2.8836 -7.3553
H -2.3324 -0.6471 -7.9174
H -0.4621 -0.2649 -8.3682
C -3.1664 -4.9367 0.9696
C -2.3565 -4.6909 2.3307
O -1.3753 -5.6765 2.4974
O -2.3225 -4.7760 -0.0893
H -3.9647 -4.1978 0.9001
H -3.6670 -5.9044 0.9384
H -3.2027 -4.8068 3.0079
H -1.9138 -3.7039 2.1967
H -1.0396 -5.9406 1.6377
H -1.5780 -5.3647 0.0545
C 0.8528 -3.9511 4.8941
C 0.2522 -2.6325 4.3067
O 1.3020 -1.7057 3.9639
O 0.0438 -5.1636 4.9424
H 1.3221 -3.8574 5.8734
H 1.6509 -4.2990 4.2383
H -0.3826 -2.1333 5.0387
H -0.4247 -2.8753 3.4876
H 1.0180 -0.8154 3.7440
H -0.5235 -5.3829 4.1997
C 2.2036 4.6488 -2.4402
C 2.8927 6.0653 -2.6031
O 3.8931 6.1050 -3.6199
O 1.3680 4.2997 -3.5408
H 1.6904 4.6307 -1.4788
H 2.9893 3.9199 -2.2414
H 3.3282 6.4141 -1.6668
H 2.2326 6.8823 -2.8943
H 3.3639 5.9205 -4.3993
H 0.7543 5.0330 -3.6261
C -0.7993 2.7092 -6.5935
C -0.9756 2.2277 -5.1605
O 0.2806 2.0599 -4.5600
O -0.3796 4.0877 -6.7202
H -1.7715 2.7089 -7.0865
H -0.3205 1.9568 -7.2201
H -1.6148 1.3449 -5.1762
H -1.5398 2.9597 -4.5826
H 0.6412 2.9154 -4.3156
H 0.5716 4.1790 -6.6274
C -2.7302 3.0437 -0.1876
C -3.5973 2.9091 -1.3976
O -3.7363 4.0821 -2.1740
O -3.3869 3.8772 0.7470
H -1.7819 3.5746 -0.2712
H -2.7279 2.0566 0.2747
H -4.6438 2.6822 -1.1939
H -3.1854 2.0834 -1.9778
H -3.8814 4.8072 -1.5618
H -3.2862 4.7745 0.4210
C 5.4126 5.1524 0.6692
C 5.7273 4.2946 -0.5975
O 5.3814 2.9409 -0.4441
O 3.9787 4.9671 0.7852
H 5.4974 6.2286 0.5188
H 5.8964 4.7554 1.5616
H 6.7848 4.3694 -0.8506
H 5.1654 4.7390 -1.4190
H 5.3650 2.5149 -1.3043
H 3.8839 4.0648 1.0990
C 6.3415 -2.2209 -3.2404
C 5.3332 -1.1748 -3.4811
O 4.2044 -1.4799 -4.3468
O 6.0890 -2.8879 -2.0335
H 7.3029 -1.7074 -3.2419
H 6.3738 -2.9778 -4.0241
H 5.7826 -0.3527 -4.0382
H 4.9727 -0.7350 -2.5512
H 3.3685 -1.2609 -3.9284
H 5.1792 -3.1938 -2.0177
C 0.8179 4.5538 3.4544
C 0.6105 3.5338 2.3170
O -0.6318 2.9828 2.6350
O 0.2712 5.8835 3.1641
H 1.8591 4.7003 3.7418
H 0.3726 4.2890 4.4134
H 1.4120 2.7979 2.3808
H 0.6336 4.0982 1.3847
H -1.2250 3.6585 2.9713
H 0.7689 6.1924 2.4035
C 3.2149 -3.5010 1.2752
C 2.9523 -3.9095 -0.1913
O 3.3930 -2.9325 -1.2105
O 4.4979 -3.9708 1.6372
H 2.5406 -3.9965 1.9737
H 3.1352 -2.4455 1.5354
H 1.9314 -4.2767 -0.2956
H 3.5268 -4.8228 -0.3458
H 2.7130 -2.2739 -1.3700
H 5.1812 -3.5492 1.1108


208
Properties=species:S:1:pos:R:3 method="wB97M-V/def2-TZVPD" spin_multiplicity=3 charge=0 gap_ev="8.89 / 5.09" s_squared=2.010
Ag -1.6391 1.8569 3.0951
Ag -1.2794 4.9814 4.0805
N -0.4530 5.5710 5.9941
S -1.5096 5.6966 7.1761
O -1.4961 4.7109 8.2149
O -2.7217 6.0807 6.5926
F -0.8759 7.1220 7.8292
S 0.9773 4.9477 6.1686
O 1.3691 4.2881 4.9394
O 1.2346 4.2885 7.4293
F 1.8977 6.2516 6.2470
N -0.6531 1.2500 0.6629
S -0.2699 2.6969 0.0332
O -1.4478 3.3329 -0.4345
O 0.9243 2.8035 -0.7286
F -0.0607 3.3373 1.4277
S -1.2272 0.0775 -0.3573
O -1.1486 -1.2285 0.2478
O -0.6700 0.2133 -1.6768
F -2.7565 0.2643 -0.5714
O -2.1831 3.1813 4.6389
H -1.9419 2.7829 5.4795
C -1.2286 6.6643 0.4637
C -1.1871 5.9575 1.7379
O -2.0839 5.1245 2.0688
O -0.3102 6.3314 2.6005
H -2.0791 6.2721 -0.0971
H -0.3311 6.3509 -0.0885
H -1.2413 7.6874 0.7035
C 4.1844 2.1935 -3.2652
C 3.7442 3.5521 -2.7565
O 2.8995 4.2203 -3.7042
O 4.7947 2.2241 -4.6018
H 3.2501 1.5456 -3.2276
H 5.0014 1.8485 -2.6222
H 4.5820 4.1116 -2.3795
H 3.1275 3.3162 -1.8510
H 2.0028 4.3043 -3.3056
H 4.0970 2.5486 -5.1941
C -1.6419 -1.5857 -4.5625
C -0.2474 -2.0307 -4.1251
O 0.1358 -3.3454 -4.6247
O -2.5800 -2.5282 -4.0708
H -1.8349 -1.5626 -5.6345
H -1.7664 -0.5575 -4.1480
H -0.0512 -1.9080 -3.0857
H 0.5010 -1.4400 -4.6455
H -0.5389 -3.9372 -4.2418
H -2.6497 -2.5156 -3.1052
C 0.4996 0.7094 4.9865
C -0.6579 0.4262 5.9719
O -0.9282 1.6158 6.7743
O 0.2436 1.7061 4.0093
H 0.7601 -0.2488 4.4166
H 1.4058 0.9972 5.4963
H -0.3994 -0.4360 6.6403
H -1.6053 0.2188 5.4650
H -0.1342 1.8431 7.3014
H 0.5005 2.5700 4.3061
C -4.5306 1.0764 2.4914
C -4.0542 0.3094 3.6542
O -2.7274 -0.2936 3.5904
O -3.6750 2.2295 2.4175
H -5.5328 1.5044 2.6817
H -4.4126 0.4510 1.6205
H -4.8145 -0.5166 3.7845
H -4.1195 0.8873 4.5536
H -2.6674 -1.0927 3.0866
H -3.9797 2.7783 1.6613
C -1.4382 -5.5630 -1.4393
C -1.2434 -4.0802 -1.0726
O -2.4129 -3.3321 -1.2649
O -2.0072 -6.2570 -0.3870
H -0.4365 -6.0340 -1.6018
H -1.9822 -5.6688 -2.3501
H -0.3366 -3.6246 -1.5261
H -1.0070 -4.0938 0.0128
H -2.4309 -2.6711 -0.5467
H -2.9097 -6.3541 -0.4036
C -3.8262 -3.5171 1.7289
C -4.1898 -4.4143 2.8605
O -3.2723 -4.3036 3.9396
O -4.0878 -2.1170 2.0723
H -4.3139 -3.8112 0.7873
H -2.7188 -3.5847 1.6051
H -4.1677 -5.4124 2.4454
H -5.1948 -4.1502 3.1352
H -3.2723 -3.3954 4.2430
H -5.0386 -2.0843 1.9789
C -5.7822 5.1677 -1.3607
C -5.5911 3.9365 -0.4053
C -5.4416 2.7304 -1.3121
O -6.6483 2.4515 -1.9953
C -6.5746 1.7719 -3.2115
N -4.4566 4.0075 0.5244
H -6.7459 5.0757 -1.8615
H -5.0010 5.2052 -2.1046
H -5.8522 6.0915 -0.8450
H -6.5859 3.7862 0.0880
H -5.1362 1.8284 -0.7196
H -4.6271 2.9104 -2.0547
H -5.7911 2.2143 -3.8208
H -7.5358 1.7800 -3.7473
H -6.3076 0.7308 -3.1678
H -3.5423 4.0455 0.0484
H -4.4886 4.8715 1.0697
C -6.4315 -1.6208 -0.7897
C -6.8003 -0.7953 0.4637
C -8.1811 -0.1940 0.3455
O -8.5994 0.2050 1.6545
C -9.9889 0.4742 1.7193
N -6.6541 -1.7429 1.5808
H -6.3906 -1.1368 -1.7518
H -7.1105 -2.4653 -0.8789
H -5.4017 -2.0654 -0.6138
H -6.0100 -0.0118 0.5927
H -8.8876 -0.9267 -0.0145
H -8.0796 0.7257 -0.2631
H -10.2873 1.2609 0.9884
H -10.2113 0.9343 2.7100
H -10.4083 -0.4673 1.4940
H -7.1156 -2.6539 1.3594
H -7.1904 -1.3937 2.3874
C 3.4785 -7.0644 3.8690
C 2.2608 -6.5358 4.6292
C 0.9940 -6.4641 3.7688
O 1.0491 -5.4028 2.8734
C 0.9014 -5.7207 1.5360
N 2.0928 -7.2359 5.9108
H 3.5582 -8.1623 3.9119
H 4.3268 -6.7059 4.4109
H 3.6256 -6.7141 2.8176
H 2.4420 -5.4256 4.7697
H 0.2320 -6.5348 4.4913
H 0.8689 -7.4199 3.1484
H 1.3355 -6.7044 1.2208
H 1.2777 -4.9471 0.9326
H -0.2257 -5.8663 1.2623
H 1.1377 -7.3603 6.2528
H 2.4087 -8.1981 5.6816
C 11.4907 -1.7386 -0.6948
C 10.0412 -1.9692 -1.2031
C 9.4641 -0.9858 -2.0989
O 8.0516 -1.0554 -2.1064
C 7.5431 -0.3558 -3.2154
N 9.9921 -3.3205 -1.8666
H 12.1401 -1.7363 -1.5859
H 11.8501 -2.5852 -0.1480
H 11.6605 -0.8007 -0.1591
H 9.3816 -2.0357 -0.3664
H 9.8303 -1.2350 -3.1032
H 9.7683 0.0360 -1.8311
H 6.5612 0.0319 -2.9893
H 7.6600 -0.9616 -4.1319
H 8.1932 0.5967 -3.3575
H 10.3907 -3.9308 -1.1645
H 9.0282 -3.5497 -2.0479
C 3.6878 -2.9271 -1.1612
C 2.9329 -3.3383 -2.4188
C 3.7509 -3.1313 -3.6879
O 3.4050 -1.9174 -4.3104
C 3.9030 -1.8705 -5.6337
N 2.4955 -4.7445 -2.1583
H 4.7545 -3.3245 -1.0669
H 3.1589 -3.3594 -0.3682
H 3.6857 -1.8458 -1.1262
H 2.0537 -2.7068 -2.4869
H 3.5182 -4.0270 -4.3358
H 4.8009 -3.1194 -3.4237
H 4.9896 -1.6851 -5.6234
H 3.5266 -1.1017 -6.2718
H 3.6848 -2.7980 -6.1639
H 2.1507 -5.1809 -2.9865
H 3.3074 -5.2698 -1.8093
C -0.1033 2.4125 -4.4192
C -0.2312 3.8806 -4.7664
C -1.5926 4.1136 -5.3182
O -1.7846 5.4628 -5.8411
C -1.1984 5.7649 -7.0900
N -0.0804 4.6434 -3.5294
H -0.7964 2.1527 -3.6024
H 0.9501 2.3411 -4.0499
H -0.3422 1.7057 -5.2593
H 0.4399 4.1020 -5.5381
H -2.3127 4.0018 -4.5193
H -1.8474 3.4260 -6.0906
H -0.1135 6.0761 -7.0490
H -1.8076 6.5431 -7.5705
H -1.1890 4.8368 -7.7121
H -0.7584 4.3549 -2.7949
H -0.3565 5.5871 -3.7240
C 4.4607 -0.9725 2.3758
C 4.3780 0.3230 1.6070
C 5.5362 0.3684 0.5907
O 5.4593 1.5893 -0.1755
C 6.0353 2.7096 0.4226
N 3.1068 0.5489 0.9259
H 3.5562 -1.0760 3.0753
H 5.3815 -1.0121 2.9849
H 4.5620 -1.8488 1.7114
H 4.4852 1.1040 2.4505
H 5.3401 -0.4296 -0.0692
H 6.5500 0.2703 1.1170
H 7.1099 2.7158 0.1526
H 5.8360 2.6859 1.4775
H 5.5952 3.6051 -0.0127
H 3.0843 1.3715 0.3450
H 2.3845 0.7017 1.5521